# 1
ORCA calculation (wB97M-V/def2-TZVPD) on 3 unconnected molecules or ions with the total composition C4H13NO2.

Each line ends with the Mulliken charge.
Positions of all 20 atoms, in Å:
C 0.2428 0.4159 0.9560  -0.573
C -1.2726 0.2900 0.9200  -0.466
C -1.5615 -1.1759 0.5716  -0.493
N -0.2883 -1.8791 0.5727  -0.374
C 0.7538 -1.0235 1.1513  -0.536
H 0.6597 0.8285 0.0672  0.253
H 0.6725 0.9916 1.7368  0.351
H -1.7089 0.9780 0.1990  0.285
H -1.6997 0.5234 1.8976  0.275
H -2.0375 -1.2366 -0.4107  0.227
H -2.3166 -1.6020 1.2216  0.258
H -0.2964 -2.7330 1.1145  0.196
H 1.7329 -1.1679 0.6895  0.291
H 0.8973 -1.2051 2.2264  0.302
O -0.1399 -2.8485 -2.1228  -0.680
H 0.1362 -2.4986 -1.2448  0.372
H 0.4245 -2.3647 -2.7300  0.312
O 1.9811 5.1073 -2.6589  -0.638
H 1.6611 5.9593 -2.3297  0.322
H 2.1594 4.6412 -1.8273  0.316

Atoms 1-2, force components in eV/Å:
C 0.4171 -1.2529 -0.0099
C -0.0930 0.2452 0.4535

Calculated values
Frontier orbital gap   9.75 eV
HOMO   -9.124 eV
Energy above the lowest of the compared OMol25 structures with the same formula, charge and spin   57.4 kJ/mol
SMILES string   C1CCNC1.O.O

# 2
ORCA calculation (wB97M-V/def2-TZVPD) on a molecular structure, C4H9ClOS.

Each line ends with the Mulliken charge.
Positions of all 16 atoms, in Å:
C -0.9792 -0.1947 -1.2008  -0.283
C -0.9642 0.6544 0.0558  -0.879
C 0.4193 1.1034 0.5326  0.104
C 1.2402 0.0177 1.2898  -0.556
H -1.5623 -2.7604 -1.7961  0.149
H 0.0295 0.4086 -1.5286  0.178
H -1.7755 -0.2121 -1.9271  0.510
H -1.6505 1.6395 -0.1166  0.248
H -1.3875 0.2499 1.0710  0.318
H 0.3408 2.0764 1.1404  0.394
H 2.3300 0.3166 1.6103  0.200
H 0.7113 -0.6263 1.9850  0.434
H 1.0055 -1.4916 0.2785  0.277
O 1.5448 -0.7356 0.1060  -0.451
S -0.6765 -1.9532 -0.3880  -0.383
Cl 1.3741 1.5073 -1.1121  -0.261

Atoms 1-2, force components in eV/Å:
C 3.3807 -0.0908 2.1217
C -3.3185 2.5946 2.1238

Calculated values
Frontier orbital gap   8.38 eV
HOMO   -8.832 eV
Energy above the lowest of the compared OMol25 structures with the same formula, charge and spin   484.8 kJ/mol

# 3
ORCA calculation (wB97M-V/def2-TZVPD) on a molecular structure, C14H38O6V.

Each line ends with the Löwdin spin population.
Positions of all 59 atoms, in Å:
V 0.2350 -0.0383 -0.0665  2.794
C -1.6899 2.1434 2.7611  0.001
C -0.2686 2.4441 2.2841  0.003
C 0.5926 2.8726 3.4513  0.000
O 0.2779 1.3854 1.5797  0.043
H -2.1363 3.0131 3.2582  0.000
H -1.7415 1.3382 3.5013  0.000
H -2.3336 1.8477 1.9291  0.000
H -0.3117 3.2947 1.5736  0.001
H 1.5724 3.2271 3.1196  0.000
H 0.8009 2.0425 4.1359  0.000
H 0.1267 3.6647 4.0438  0.000
C -1.3005 -2.4321 -3.1612  0.001
C -0.0220 -2.6306 -2.3444  0.003
C 1.0938 -3.1690 -3.2334  0.000
O 0.3942 -1.4681 -1.7339  0.039
H -1.5853 -3.3569 -3.6737  0.000
H -1.1679 -1.6454 -3.9081  0.000
H -2.1472 -2.1680 -2.5210  0.000
H -0.2726 -3.4128 -1.6010  0.001
H 0.7835 -4.0821 -3.7484  0.000
H 1.9856 -3.3404 -2.6259  0.000
H 1.3996 -2.4313 -3.9806  0.000
C 3.3910 2.2246 -1.8878  0.000
C 2.7433 1.8345 -0.5755  0.002
O 2.3177 0.4712 -0.5510  0.021
H 4.3171 1.6877 -2.0958  0.000
H 3.6275 3.2894 -1.8632  0.000
H 2.7058 2.0495 -2.7221  0.000
H 1.9093 2.4648 -0.2810  0.000
H 3.4809 1.9601 0.2267  0.000
H 2.8157 -0.0636 -1.1780  0.001
C -3.0875 -1.6613 1.9263  0.000
C -2.5233 -1.6404 0.5091  0.004
O -1.8786 -0.3707 0.2705  0.026
H -3.8322 -0.8791 2.0731  0.000
H -2.2672 -1.4892 2.6240  0.000
H -3.5099 -2.6413 2.1587  0.000
H -3.2840 -1.7865 -0.2589  0.000
H -1.7632 -2.4146 0.4257  0.001
H -2.5869 0.2699 0.1630  0.001
C -0.3678 3.8735 -1.8196  0.000
C -1.1818 2.6108 -1.5271  0.002
O -0.3963 1.4340 -1.6165  0.022
H 0.4317 4.0702 -1.1016  0.000
H -0.9840 4.7698 -1.8650  0.000
H 0.1783 3.7495 -2.7627  0.000
H -2.0465 2.6032 -2.1946  0.000
H -1.5586 2.6964 -0.5061  0.000
H -0.2245 1.2887 -2.5562  0.001
C 0.8808 -3.6875 2.5524  0.000
C 1.1911 -2.8879 1.3075  0.002
O 0.8363 -1.5051 1.5043  0.025
H 1.2392 -4.7212 2.4833  0.000
H -0.1866 -3.7499 2.7578  0.000
H 1.4257 -3.3457 3.4411  0.000
H 0.5678 -3.2673 0.4961  0.000
H 2.2284 -3.0053 0.9894  0.000
H 1.1067 -1.3295 2.4142  0.001

Atoms 1-2, force components in eV/Å:
V 0.0251 0.1081 0.0372
C -0.3788 0.2365 0.2839

Calculated values
Frontier orbital gap (spin up / spin down)   6.78 / 8.00 eV
2S+1   4
HOMO (spin up / spin down)   -6.219 / -7.450 eV
Energy above the lowest of the compared OMol25 structures with the same formula, charge and spin   0.0 kJ/mol
Expectation value of S²   3.75